DFT (the ωB97M-V functional and the def2-TZVPD basis) results for a molecular structure, C9H21BrIO2OsP2 at a distorted geometry.

The energy above the lowest of the compared OMol25 structures with the same formula, charge and spin is 250.2 kJ/mol. The calculation puts the largest force on an atom at 7.880 eV/Å. Its expectation value of S² is 6.055. For the molecular weight, the calculation gives 620.25 g mol⁻¹. The frontier orbital gap (spin up / spin down) is 7.130 / 4.797 eV.

Structure (ORCA input):
```
! wB97M-V def2-TZVPD RIJCOSX def2/J DEFGRID3
* xyz 3 5
C -0.91 -6.39 -0.09
C -0.49 -5.09 0.56
H -0.76 -7.22 0.61
H -0.32 -6.56 -0.99
H -1.95 -6.34 -0.38
O -0.05 -5.00 1.69
I -0.64 -3.19 -0.55
Os 0.25 1.31 0.20
P -1.93 1.48 0.64
C -2.25 2.37 2.21
C -3.03 2.36 -0.52
H -4.06 2.33 -0.13
H -3.82 0.10 1.14
H -2.98 1.88 -1.50
H -2.68 -0.73 0.01
H -1.85 3.39 2.14
H -2.69 3.40 -0.62
C -2.77 -0.10 0.91
H -3.33 2.40 2.41
H -2.28 -0.62 1.74
H -1.73 1.85 3.03
P 2.16 0.92 -0.88
C 3.62 1.57 0.03
C 2.58 -0.83 -1.09
H 1.65 1.25 -3.23
H 3.43 1.32 -2.91
H 2.36 2.71 -2.49
C 2.43 1.62 -2.55
H 1.79 -1.34 -1.65
H 3.54 -0.90 -1.60
H 4.54 1.32 -0.52
H 3.65 1.11 1.03
H 2.64 -1.29 -0.09
H 3.52 2.65 0.14
C 0.93 2.10 1.74
O 1.37 2.65 2.70
Br 0.05 3.52 -1.15
*
```



DFT (the ωB97M-V functional and the def2-TZVPD basis) results for a molecular structure, C9H21ClI2N2OPSSc at a distorted geometry.

The energy above the lowest of the compared OMol25 structures with the same formula, charge and spin is 45.2 kJ/mol. The calculation puts the largest force on an atom at 6.404 eV/Å. For the molecular weight, the calculation gives 570.54 g mol⁻¹. The frontier orbital gap is 6.666 eV.

Structure (ORCA input):
```
! wB97M-V def2-TZVPD RIJCOSX def2/J DEFGRID3
* xyz 2 1
I -3.87 0.26 2.06
I -3.59 2.21 0.18
Sc -0.66 -0.54 -0.05
P -1.97 -1.90 -1.73
C -2.48 -1.58 -3.45
C -1.41 -3.63 -1.88
H -3.34 -2.45 0.17
H -4.07 -2.79 -1.46
H -4.07 -1.10 -0.84
C -3.54 -2.06 -0.84
H -1.17 -4.02 -0.89
H -2.28 -4.14 -2.31
H -3.17 -2.40 -3.69
H -1.60 -1.63 -4.11
H -0.57 -3.67 -2.58
H -3.00 -0.61 -3.51
C -0.51 0.33 -2.15
O -0.64 0.90 -3.16
Cl -0.59 -2.35 1.44
C 1.01 0.35 3.38
N 1.86 0.97 2.39
C 3.19 0.35 2.22
C 1.30 1.53 1.28
S -0.45 1.58 1.14
N 2.27 2.03 0.43
C 3.21 3.01 1.09
C 1.83 2.51 -0.88
H 1.66 -0.17 4.07
H 0.33 -0.38 2.92
H 0.43 1.12 3.92
H 3.21 -0.21 1.28
H 4.01 1.08 2.26
H 3.33 -0.31 3.09
H 4.27 2.91 0.76
H 2.82 4.02 0.87
H 3.14 2.91 2.16
H 1.82 1.70 -1.63
H 0.80 2.89 -0.74
H 2.51 3.30 -1.20
*
```



DFT (the ωB97M-V functional and the def2-TZVPD basis) results for a molecular structure, C9H21ClI2NP2SSc at a distorted geometry.

The energy above the lowest of the compared OMol25 structures with the same formula, charge and spin is 0.0 kJ/mol. The calculation puts the largest force on an atom at 2.222 eV/Å. For the molecular weight, the calculation gives 571.51 g mol⁻¹. The frontier orbital gap is 7.175 eV.

Structure (ORCA input):
```
! wB97M-V def2-TZVPD RIJCOSX def2/J DEFGRID3
* xyz 2 1
I 0.27 -3.26 -4.18
I 0.43 -4.49 -1.82
Sc 0.05 -0.08 -0.04
P 2.59 -0.41 -0.01
C 3.24 -1.23 1.48
C 3.35 -1.23 -1.43
H 4.45 -1.20 -1.39
H 4.37 1.28 0.01
H 3.01 -0.76 -2.36
H 2.95 1.82 -0.91
H 2.88 -2.27 1.46
H 3.00 -2.27 -1.49
C 3.28 1.29 -0.01
H 4.33 -1.21 1.53
H 2.92 1.90 0.83
H 2.83 -0.80 2.40
P -2.40 -0.16 -0.83
C -3.56 -0.88 0.37
C -2.88 1.61 -1.03
H -2.10 -0.50 -3.21
H -3.80 -0.78 -2.73
H -2.52 -1.99 -2.41
C -2.75 -0.92 -2.44
H -2.23 2.09 -1.76
H -3.92 1.70 -1.35
H -4.61 -0.75 0.08
H -3.43 -0.48 1.38
H -2.76 2.19 -0.11
H -3.33 -1.95 0.45
Cl 0.43 0.92 -2.05
S 0.39 2.19 3.89
C -1.29 2.12 3.38
C -1.41 1.45 2.20
N -0.17 1.02 1.71
C 0.87 1.32 2.53
H -2.07 2.56 3.94
H -2.30 1.20 1.61
H 1.87 0.97 2.30
*
```



DFT (the ωB97M-V functional and the def2-TZVPD basis) results for a molecular structure, C9H21FIO2P2V at a distorted geometry.

The calculation puts the largest force on an atom at 12.551 eV/Å. Its expectation value of S² is 1.152. For the molecular weight, the calculation gives 420.06 g mol⁻¹. The frontier orbital gap (spin up / spin down) is 6.517 / 7.438 eV.

Structure (ORCA input):
```
! wB97M-V def2-TZVPD RIJCOSX def2/J DEFGRID3
* xyz 3 2
C -0.07 -1.46 -2.95
C -0.02 -0.64 -1.73
H -0.01 -0.93 -3.88
H -1.01 -2.01 -2.88
H 0.76 -2.17 -2.87
O 0.01 0.59 -1.58
I 0.03 -2.33 -0.46
V 0.05 0.35 1.16
P 2.40 0.08 0.49
C 3.25 1.57 1.02
C 3.17 -1.22 1.53
H 4.26 -1.30 1.38
H 4.20 -0.09 -1.15
H 2.74 -2.20 1.30
H 2.90 -1.31 -1.47
H 3.02 1.77 2.06
H 3.00 -0.99 2.59
C 3.11 -0.26 -1.17
H 4.33 1.51 0.89
H 2.65 0.44 -1.88
H 2.88 2.42 0.44
P -2.46 0.14 0.37
C -3.12 1.82 0.68
C -3.17 -0.33 -1.24
H -2.78 -1.91 1.55
H -4.29 -0.93 1.42
H -3.05 -0.46 2.61
C -3.21 -0.90 1.62
H -2.97 -1.41 -1.40
H -4.26 -0.13 -1.14
H -4.18 1.80 0.41
H -2.56 2.57 0.10
H -2.71 0.32 -2.03
H -3.02 2.04 1.75
C 0.09 2.17 0.85
O 0.14 3.33 0.65
F -0.12 0.08 2.93
*
```



DFT (the ωB97M-V functional and the def2-TZVPD basis) results for a molecular structure, C9H21GaI2O3P2 at a distorted geometry.

The calculation puts the largest force on an atom at 3.799 eV/Å. For the molecular weight, the calculation gives 562.74 g mol⁻¹. The frontier orbital gap (spin up / spin down) is 6.952 / 5.773 eV.

Structure (ORCA input):
```
! wB97M-V def2-TZVPD RIJCOSX def2/J DEFGRID3
* xyz 2 1
I -0.14 -3.31 -0.72
I -2.06 -1.11 -0.07
Ga 2.07 -0.28 -0.60
P 1.23 0.47 -2.67
C 2.82 1.05 -3.37
C 0.62 -0.88 -3.75
H 0.85 -0.66 -4.80
H -0.04 1.80 -4.26
H -0.46 -0.98 -3.62
H -1.01 1.37 -2.82
H 3.66 0.47 -2.98
H 1.07 -1.83 -3.44
C -0.02 1.71 -3.16
H 2.85 0.97 -4.47
H 0.22 2.68 -2.71
H 2.99 2.10 -3.09
P -2.14 -1.82 2.24
C -0.74 -1.33 3.25
C -3.67 -1.15 2.88
H -2.79 -3.86 1.10
H -2.94 -3.88 2.91
H -1.32 -4.02 2.10
C -2.32 -3.59 2.06
H -4.51 -1.16 2.16
H -3.94 -1.79 3.72
H -0.93 -1.71 4.28
H -0.61 -0.24 3.28
H -3.56 -0.11 3.23
H 0.17 -1.78 2.84
C 2.26 0.49 1.38
O 2.27 0.60 2.55
C 1.14 3.46 1.41
C 1.86 2.66 0.33
O 1.31 2.60 -0.79
O 3.00 2.02 0.54
H 0.94 4.47 1.03
H 1.72 3.55 2.33
H 0.17 3.01 1.67
*
```



DFT (the ωB97M-V functional and the def2-TZVPD basis) results for a molecular structure, C9H21I2O2P2Yb at a distorted geometry.

The energy above the lowest of the compared OMol25 structures with the same formula, charge and spin is 0.0 kJ/mol. The calculation puts the largest force on an atom at 4.324 eV/Å. Its expectation value of S² is 0.759. For the molecular weight, the calculation gives 650.06 g mol⁻¹. The frontier orbital gap (spin up / spin down) is 7.940 / 6.113 eV.

Structure (ORCA input):
```
! wB97M-V def2-TZVPD RIJCOSX def2/J DEFGRID3
* xyz 2 2
I 1.87 1.99 -1.22
I -0.66 -1.49 1.63
Yb -1.35 1.45 -0.89
P -0.55 2.13 1.88
C 0.90 2.02 3.00
C -0.59 3.96 1.71
H -0.74 4.41 2.70
H -1.79 2.80 3.87
H -1.42 4.25 1.04
H -2.81 1.87 2.73
H 1.81 2.30 2.46
H 0.36 4.31 1.27
C -1.82 1.94 3.20
H 0.74 2.70 3.85
H -1.63 1.01 3.77
H 1.00 0.99 3.38
P -0.35 -0.84 -2.36
C 1.03 -1.91 -2.91
C -1.71 -2.04 -2.60
H -1.43 0.79 -3.88
H -0.64 -0.57 -4.73
H 0.35 0.76 -4.06
C -0.54 0.14 -3.90
H -2.68 -1.57 -2.39
H -1.68 -2.38 -3.64
H 0.77 -2.27 -3.91
H 1.15 -2.77 -2.24
H -1.56 -2.88 -1.92
H 1.96 -1.33 -2.95
C 1.16 0.39 0.44
O 2.08 -0.14 0.93
C 1.81 -3.29 1.25
C 0.49 -3.06 0.60
O 0.05 -3.66 -0.36
H 1.80 -2.79 2.22
H 2.62 -2.86 0.65
H 1.99 -4.37 1.42
*
```



DFT (the ωB97M-V functional and the def2-TZVPD basis) results for a gas-phase ion, C9H21IO2PS (charge +1).

The calculation puts the largest force on an atom at 0.142 eV/Å. For the molecular weight, the calculation gives 351.21 g mol⁻¹. The frontier orbital gap is 9.447 eV.

Structure (ORCA input):
```
! wB97M-V def2-TZVPD RIJCOSX def2/J DEFGRID3
* xyz 1 1
C 4.25 0.67 1.06
C 3.64 1.22 -0.21
O 2.22 0.99 -0.30
C 1.86 -0.35 -0.45
P 0.25 -0.33 -1.32
S 0.83 -0.08 -3.28
C -0.72 1.14 -0.79
O -1.94 0.70 -0.26
C -2.54 1.66 0.64
C -3.98 1.27 0.89
C -0.58 -1.94 -1.12
C -1.49 -2.15 0.09
C -0.89 -1.75 1.43
I -2.04 -4.22 0.10
H 4.04 -0.40 1.19
H 3.87 1.21 1.93
H 5.33 0.79 1.03
H 4.12 0.78 -1.10
H 3.75 2.30 -0.27
H 1.75 -0.89 0.50
H 2.55 -0.92 -1.08
H -0.37 0.36 -3.68
H -0.85 1.78 -1.66
H -0.09 1.67 -0.07
H -1.95 1.67 1.57
H -2.46 2.66 0.19
H -4.15 0.97 1.92
H -4.24 0.42 0.25
H -4.67 2.08 0.65
H -1.12 -2.12 -2.05
H 0.26 -2.65 -1.11
H -2.43 -1.63 -0.07
H -0.18 -2.49 1.80
H -1.67 -1.65 2.18
H -0.38 -0.78 1.37
*
```



DFT (the ωB97M-V functional and the def2-TZVPD basis) results for a molecular structure, C9H21IO4Ta.

The calculation puts the largest force on an atom at 0.774 eV/Å. For the molecular weight, the calculation gives 501.12 g mol⁻¹. The frontier orbital gap is 7.668 eV.

Structure (ORCA input):
```
! wB97M-V def2-TZVPD RIJCOSX def2/J DEFGRID3
* xyz -1 1
C 4.43 -1.91 -0.53
C 4.70 -1.03 0.69
O 3.59 -0.22 1.04
C 3.39 0.88 0.16
C 2.33 1.79 0.76
O 1.34 2.06 -0.20
C -0.02 1.99 0.23
Ta -1.24 1.08 -1.40
I -2.93 -0.03 -3.44
C -3.13 1.29 -0.17
C -3.58 0.18 0.80
C -3.87 -1.13 0.10
C -3.98 -2.34 0.98
O -3.91 -2.38 2.17
O -4.21 -3.49 0.29
H 4.47 -2.97 -0.28
H 3.43 -1.71 -0.93
H 5.15 -1.74 -1.34
H 4.90 -1.63 1.58
H 5.58 -0.39 0.52
H 4.36 1.39 0.02
H 3.02 0.55 -0.82
H 2.77 2.74 1.10
H 1.90 1.28 1.63
H -0.39 3.00 0.46
H -0.10 1.39 1.15
H -0.79 -0.57 -0.66
H 0.10 0.64 -2.59
H -1.27 2.80 -2.11
H -3.96 1.55 -0.83
H -2.92 2.20 0.43
H -2.82 0.00 1.57
H -4.49 0.49 1.34
H -3.09 -1.33 -0.64
H -4.81 -1.07 -0.47
H -3.94 -3.36 -0.63
*
```



What is the molecular weight in the second record?
570.54 g mol⁻¹